# C96H204As2F18N8O4

A molecular structure, C96H204As2F18N8O4 at a distorted geometry (ωB97M-V/def2-TZVPD, OMol25).

As for the net charge: +4. The gap between HOMO and LUMO comes out at 7.199 eV. As for the HOMO energy: -12.8 eV. For the largest force on an atom, the calculation gives 5.92 eV/A. The value obtained for the total energy is -293536.1934 eV.

Each line ends with the Löwdin charge.
Positions of all 332 atoms, in Å:
C 2.2915 1.2391 -4.0750  -0.10
C 1.1833 0.7314 -5.0485  -0.21
C 1.6102 0.5408 -6.5342  -0.16
C 0.9268 -0.7439 -7.0159  -0.17
N 1.0769 -1.1330 -8.4161  -0.20
C 0.2259 -0.2353 -9.3036  -0.06
C -1.0562 -1.0755 -9.4961  -0.13
C -0.5169 -2.4675 -9.6281  -0.16
C 0.5281 -2.5519 -8.5573  -0.09
C 2.5737 -1.0959 -8.8748  -0.09
C 3.4913 -1.8301 -7.9149  -0.23
C 4.8975 -2.1610 -8.5234  -0.07
H 2.7883 0.3807 -3.6028  0.07
H 1.8901 1.7495 -3.1905  0.06
H 3.0756 1.8634 -4.4644  0.05
H 0.3587 1.4355 -4.8687  0.10
H 0.8699 -0.2031 -4.6047  0.10
H 2.7117 0.4650 -6.6159  0.10
H 1.3729 1.4261 -7.1430  0.11
H -0.1809 -0.6537 -6.8142  0.14
H 1.4059 -1.5505 -6.4174  0.13
H 0.7380 -0.0412 -10.2355  0.14
H 0.0378 0.6811 -8.8034  0.11
H -1.6550 -0.7466 -10.3204  0.12
H -1.6490 -1.0687 -8.5396  0.12
H -0.0699 -2.6500 -10.5815  0.12
H -1.2958 -3.1889 -9.5124  0.12
H 1.4192 -3.1761 -8.9049  0.15
H 0.1909 -2.9294 -7.6309  0.08
H 2.9034 -0.0495 -8.9894  0.14
H 2.6412 -1.5242 -9.8670  0.14
H 3.0148 -2.7971 -7.7290  0.11
H 3.7435 -1.3913 -6.9669  0.10
H 5.4724 -1.2400 -8.6127  0.08
H 4.9055 -2.7794 -9.3883  0.07
H 5.4573 -2.6941 -7.7360  0.08
C 1.4074 9.8746 2.0377  -0.08
C 1.7838 8.4705 1.5425  -0.22
C 1.8055 8.3535 -0.0062  -0.16
C 2.2994 6.9827 -0.4406  -0.09
N 2.3522 6.7927 -1.9636  -0.21
C 2.7641 5.3937 -2.2858  -0.09
C 3.5352 5.5086 -3.6453  -0.12
C 3.7629 7.0002 -3.8907  -0.14
C 3.4290 7.5866 -2.5610  -0.14
C 1.0108 7.1082 -2.6826  -0.09
C -0.1369 6.2288 -2.3677  -0.26
C -1.2432 6.5908 -3.2741  -0.10
H 2.1576 10.5947 1.6883  0.08
H 1.3725 9.9413 3.0979  0.07
H 0.4399 10.2358 1.6789  0.07
H 1.1894 7.7249 2.0108  0.08
H 2.8214 8.3490 1.8671  0.11
H 2.4243 9.0913 -0.4598  0.11
H 0.8476 8.4231 -0.4090  0.07
H 1.5777 6.2645 0.0044  0.14
H 3.3134 6.7367 -0.1431  0.12
H 1.9201 4.7192 -2.2159  0.11
H 3.5378 5.1232 -1.4536  0.15
H 3.0430 4.9097 -4.4052  0.11
H 4.5130 5.0417 -3.5396  0.12
H 3.1711 7.3831 -4.7348  0.13
H 4.7947 7.1500 -4.1019  0.12
H 3.2693 8.6657 -2.5283  0.15
H 4.2918 7.4802 -1.8748  0.16
H 1.1893 7.0652 -3.7462  0.14
H 0.8134 8.1130 -2.3654  0.13
H -0.4509 6.2312 -1.3415  0.09
H 0.1249 5.1846 -2.6015  0.11
H -1.3084 7.6766 -3.4721  0.09
H -2.2458 6.2307 -2.9390  0.10
H -1.0336 6.2666 -4.3030  0.09
C -6.1044 -7.9834 -3.5538  -0.11
C -5.7365 -9.3550 -3.0057  -0.24
C -4.4122 -9.4703 -2.2991  -0.19
C -3.2529 -9.0016 -3.1823  -0.12
N -1.9881 -8.4889 -2.5164  -0.20
C -1.6897 -9.1689 -1.2231  -0.08
C -0.9523 -8.1101 -0.2912  -0.09
C -1.7062 -6.8435 -0.7342  -0.15
C -2.1534 -6.9767 -2.1667  -0.06
C -0.9085 -8.6083 -3.5270  -0.10
C -0.3231 -10.0602 -3.7333  -0.21
C 1.0021 -10.3034 -3.0745  -0.09
H -5.6587 -7.7934 -4.5245  0.07
H -5.7891 -7.1610 -2.9480  0.05
H -7.2035 -7.8666 -3.6796  0.09
H -5.8207 -10.0818 -3.8042  0.11
H -6.5466 -9.5926 -2.2573  0.13
H -4.1742 -10.4903 -2.0306  0.12
H -4.4240 -8.8422 -1.4085  0.12
H -3.5450 -8.2544 -3.9250  0.13
H -3.0344 -9.8191 -3.8284  0.12
H -1.1057 -10.0836 -1.4292  0.12
H -2.5714 -9.5598 -0.7745  0.11
H 0.1331 -8.1349 -0.4823  0.11
H -1.0622 -8.3810 0.7626  0.12
H -1.1663 -5.9173 -0.7292  0.12
H -2.5308 -6.7284 -0.0593  0.11
H -1.6579 -6.3830 -2.9030  0.10
H -3.1921 -6.7072 -2.3296  0.13
H -0.0904 -7.9776 -3.1376  0.14
H -1.3338 -8.1365 -4.4209  0.14
H -0.2648 -10.2357 -4.7860  0.11
H -1.1162 -10.7575 -3.4892  0.10
H 1.7262 -9.5303 -3.3582  0.09
H 1.4900 -11.2285 -3.3451  0.08
H 0.9302 -10.3791 -2.0013  0.06
C -2.3257 8.6477 0.4748  -0.08
C -1.6832 7.4253 1.1976  -0.23
C -2.6620 6.2310 1.2207  -0.18
C -2.0372 5.0708 1.9685  -0.11
N -2.9065 3.7758 2.0526  -0.14
C -1.7897 2.6545 2.3372  0.01
C -1.2551 2.3705 0.8885  -0.14
C -2.2153 2.9726 -0.0989  -0.15
C -3.3972 3.4962 0.6692  -0.11
C -4.0507 4.0554 3.0785  -0.16
C -5.0527 3.1273 3.3986  -0.27
C -6.0805 3.8518 4.3050  -0.07
H -1.6757 9.4992 0.5599  0.05
H -3.3308 8.8655 0.8154  0.08
H -2.4902 8.4710 -0.5912  0.07
H -1.5307 7.7344 2.2711  0.14
H -0.7683 7.1449 0.7193  0.06
H -2.9132 6.0682 0.1689  0.10
H -3.5934 6.6085 1.7074  0.13
H -1.9024 5.3065 3.0058  0.10
H -1.1560 4.7401 1.5870  0.09
H -2.3081 1.7832 2.7025  0.10
H -1.0784 3.0833 3.0145  0.09
H -1.2579 1.2551 0.7516  0.11
H -0.2664 2.6627 0.6980  0.08
H -2.6407 2.2361 -0.7439  0.08
H -1.6943 3.7222 -0.7477  0.12
H -4.2047 2.7876 0.8092  0.12
H -3.9117 4.4305 0.3992  0.12
H -4.4512 5.0308 2.6574  0.14
H -3.5682 4.4687 3.9731  0.14
H -4.7065 2.2176 3.9544  0.12
H -5.4818 2.6715 2.4994  0.12
H -6.9086 3.1884 4.5116  0.07
H -6.5479 4.7184 3.8082  0.09
H -5.5864 4.1536 5.2465  0.09
C -2.3108 -5.1632 3.2795  -0.08
C -1.5530 -5.0602 4.6066  -0.24
C -2.2991 -4.2907 5.7147  -0.16
C -2.4929 -2.8268 5.3404  -0.11
N -2.6904 -1.9667 6.5813  -0.21
C -2.8152 -0.5311 6.1478  -0.10
C -2.1914 0.2792 7.2611  -0.14
C -1.0362 -0.5905 7.6934  -0.14
C -1.4369 -2.0312 7.5165  -0.06
C -3.8488 -2.3288 7.3910  -0.16
C -5.1868 -2.4910 6.6526  -0.23
C -6.2586 -2.1401 7.6424  -0.10
H -3.1454 -5.8051 3.4159  0.07
H -1.6050 -5.6215 2.6305  0.05
H -2.6594 -4.2085 2.7686  0.09
H -0.5491 -4.7158 4.4081  0.10
H -1.3816 -6.0339 5.0059  0.10
H -1.7372 -4.2953 6.6719  0.11
H -3.2571 -4.8171 5.8915  0.13
H -3.3520 -2.6348 4.7577  0.09
H -1.6107 -2.3570 4.8890  0.15
H -3.8620 -0.2887 5.9565  0.14
H -2.3209 -0.4139 5.2245  0.10
H -2.9115 0.5243 8.0489  0.12
H -1.8745 1.2473 6.8714  0.13
H -0.6436 -0.5243 8.6900  0.12
H -0.3429 -0.2109 6.9348  0.13
H -1.7131 -2.5247 8.4430  0.13
H -0.6321 -2.5368 6.9609  0.14
H -3.9285 -1.4672 8.0880  0.14
H -3.7044 -3.2183 7.9968  0.14
H -5.3143 -3.5309 6.2911  0.12
H -5.3098 -1.8214 5.7794  0.12
H -6.2140 -1.0789 7.8641  0.08
H -6.0675 -2.6331 8.6486  0.11
H -7.2580 -2.4129 7.3398  0.08
C -6.7987 -3.6064 -3.3582  -0.10
C -7.9794 -2.6862 -3.6641  -0.22
C -7.5783 -1.3702 -4.3118  -0.17
C -6.5572 -1.5374 -5.4645  -0.13
N -6.1530 -0.2284 -6.0259  -0.21
C -7.2758 0.4767 -6.8353  -0.06
C -7.1591 -0.1794 -8.2053  -0.11
C -5.5699 -0.2772 -8.3964  -0.08
C -5.0036 -0.5164 -6.9490  -0.07
C -5.8213 0.7679 -4.9191  -0.13
C -4.7109 0.2730 -4.0211  -0.21
C -3.3370 0.9939 -4.1483  -0.07
H -6.5815 -4.3235 -4.1104  0.06
H -6.9375 -4.2547 -2.4834  0.08
H -5.9839 -2.9120 -3.0903  0.05
H -8.4221 -2.4052 -2.7206  0.11
H -8.6538 -3.1647 -4.3509  0.11
H -7.0752 -0.8210 -3.5373  0.09
H -8.4991 -0.8735 -4.7013  0.13
H -7.0422 -2.1667 -6.1881  0.14
H -5.6543 -2.0519 -5.1398  0.10
H -7.0698 1.5304 -6.7542  0.13
H -8.2521 0.2891 -6.3270  0.14
H -7.6456 0.3728 -8.9687  0.11
H -7.5682 -1.1608 -8.3035  0.10
H -5.2414 0.6465 -8.8845  0.11
H -5.3064 -1.0970 -9.0404  0.10
H -4.1635 0.1032 -6.7256  0.10
H -4.6230 -1.5187 -6.7706  0.12
H -6.7356 0.9972 -4.3200  0.15
H -5.3942 1.6393 -5.3488  0.12
H -4.6005 -0.8417 -4.0783  0.11
H -5.1284 0.4830 -3.0105  0.12
H -3.2000 1.8727 -3.5060  0.07
H -3.2078 1.2959 -5.2134  0.07
H -2.5948 0.3313 -3.8250  0.04
C 3.0777 4.0004 9.0775  -0.08
C 3.9363 3.0790 8.1553  -0.22
C 4.6092 3.8985 7.0383  -0.17
C 5.2832 2.9404 6.0339  -0.11
N 6.1852 3.5296 4.9662  -0.23
C 6.5458 2.4163 3.9862  -0.09
C 7.9424 1.8836 4.4611  -0.11
C 8.5655 3.2847 4.7954  -0.13
C 7.4829 3.9479 5.6192  -0.10
C 5.5866 4.7030 4.2716  -0.10
C 4.2189 4.3904 3.5926  -0.19
C 3.5338 5.6682 3.0599  -0.10
H 2.7254 3.5413 10.0075  0.07
H 2.1661 4.2830 8.5403  0.05
H 3.5983 4.9031 9.4285  0.08
H 3.2462 2.3643 7.7609  0.09
H 4.6951 2.5070 8.6803  0.10
H 5.3486 4.5877 7.3490  0.11
H 3.8957 4.5637 6.5863  0.09
H 4.5078 2.3704 5.4798  0.14
H 5.9887 2.3417 6.5873  0.12
H 6.7057 2.8246 2.9867  0.13
H 5.7837 1.6574 4.0062  0.11
H 8.3970 1.2973 3.6912  0.10
H 7.7708 1.3157 5.3881  0.12
H 8.7306 3.8430 3.8701  0.12
H 9.4637 3.1889 5.4357  0.14
H 7.5775 5.0188 5.6705  0.14
H 7.4971 3.4177 6.5770  0.14
H 6.3349 5.0513 3.5524  0.14
H 5.4736 5.4558 5.0794  0.14
H 3.5241 3.9139 4.3281  0.09
H 4.2903 3.6605 2.7900  0.07
H 2.5495 5.4272 2.7403  0.05
H 4.0587 6.0299 2.2225  0.04
H 3.4387 6.4775 3.8040  0.09
C 9.9658 -4.1181 4.2998  -0.10
C 8.7305 -4.5097 3.4489  -0.25
C 8.0261 -3.2005 3.0854  -0.21
C 6.7111 -3.3984 2.3742  -0.11
N 5.8687 -2.1279 2.2515  -0.16
C 4.6790 -2.5077 1.3895  -0.11
C 5.0752 -2.1683 -0.0340  -0.13
C 6.2053 -1.1378 0.0918  -0.12
C 6.5959 -0.9114 1.5317  -0.04
C 5.4730 -1.5045 3.5287  -0.20
C 4.8832 -2.4326 4.5290  -0.23
C 4.3943 -1.6610 5.7870  -0.07
H 9.5245 -3.6336 5.1814  0.08
H 10.5616 -3.3320 3.7756  0.08
H 10.5947 -4.9703 4.5098  0.07
H 8.0997 -5.2034 4.0936  0.13
H 9.0370 -5.1268 2.5929  0.11
H 8.7410 -2.5007 2.5976  0.12
H 7.7117 -2.6407 3.9798  0.11
H 6.0810 -4.1069 2.9558  0.14
H 6.8244 -3.8387 1.3767  0.14
H 3.8371 -1.8943 1.7157  0.08
H 4.2783 -3.5644 1.3600  0.16
H 4.1710 -1.8163 -0.5482  0.12
H 5.4247 -3.0529 -0.4785  0.09
H 5.7980 -0.1940 -0.2653  0.10
H 7.0235 -1.4368 -0.5270  0.11
H 6.0483 -0.0774 1.9189  0.08
H 7.6482 -0.9082 1.8234  0.12
H 4.8434 -0.7057 3.2217  0.08
H 6.2911 -0.9863 3.9915  0.12
H 5.6124 -3.1709 4.8242  0.10
H 3.9845 -2.9437 4.1553  0.12
H 3.6019 -0.9766 5.5255  0.07
H 5.3441 -1.1669 6.1762  0.10
H 4.1407 -2.3602 6.5641  0.07
As 0.4423 4.8360 5.3465  0.79
F 1.1966 3.4420 4.5871  -0.27
F -1.0814 4.0376 5.0768  -0.25
F -0.2110 6.1949 6.2012  -0.23
F 2.0899 5.5233 5.4937  -0.27
F 0.2698 5.7303 3.8183  -0.27
F 0.7217 4.0508 6.8630  -0.25
As -1.6686 -3.3282 -5.1255  0.82
F -1.5764 -5.0202 -5.0365  -0.23
F -1.2243 -3.1911 -3.3742  -0.28
F -1.8761 -1.5526 -5.3306  -0.29
F -2.0138 -3.4334 -6.8234  -0.25
F -3.4095 -3.2873 -4.7136  -0.28
F 0.0389 -3.2149 -5.5009  -0.26
C 3.2067 1.3716 1.4060  -0.46
O 2.0040 0.8116 0.7261  -0.13
O 4.0929 0.5122 1.8437  -0.15
C 3.7315 2.2751 0.3175  -0.54
F 2.8376 3.3239 0.0295  0.06
F 4.8263 2.9149 0.7515  0.11
F 4.1442 1.5903 -0.7570  0.14
C 1.8204 -0.5909 0.8783  -0.23
C 1.4456 -1.1039 2.3147  -0.05
H 2.3157 -0.9493 2.9648  0.05
H 0.6595 -0.5007 2.7437  0.06
H 1.0634 -2.1365 2.2230  0.08
H 2.7617 -0.9657 0.4657  0.07
H 0.9590 -0.7086 0.2206  0.12
H 2.8522 2.1916 2.0879  0.15
C -3.3331 -1.0793 0.8037  -0.49
O -4.6427 -1.6337 0.3991  -0.11
O -2.9665 -0.0068 0.1678  -0.14
C -3.6931 -0.8505 2.3272  -0.55
F -4.1300 -1.9837 2.8998  0.11
F -2.6347 -0.3748 3.0487  0.08
F -4.7117 -0.0165 2.4594  0.15
C -4.7612 -2.0548 -0.8937  -0.29
C -3.7305 -3.1758 -1.2683  -0.05
H -2.7777 -2.7599 -1.3700  0.03
H -3.8056 -4.0232 -0.5981  0.07
H -4.0281 -3.5178 -2.2675  0.04
H -4.6703 -1.2802 -1.6621  0.09
H -5.7808 -2.3929 -0.9618  0.10
H -2.5380 -1.8729 0.7656  0.14

Force components x, y, z for each atom (eV/Å):
-0.08 -0.97 0.76
0.84 1.15 0.84
0.11 0.39 0.14
-0.07 0.48 1.76
1.28 0.30 -1.25
-0.78 -1.34 -0.09
0.32 0.50 1.41
-0.17 -0.15 -0.10
2.30 -0.80 -1.87
-0.04 0.99 0.91
0.82 -1.74 -1.18
-0.17 0.70 1.99
0.15 0.06 -0.34
-0.28 0.08 -0.34
0.18 0.36 -0.61
-0.12 -0.32 -0.84
-0.33 -0.41 -0.22
-0.50 -0.16 0.24
-0.23 -0.20 0.19
1.19 -0.52 -0.01
-0.91 0.39 -0.33
0.18 -0.12 -0.21
0.05 0.84 0.48
-0.35 0.24 -0.39
0.30 0.31 -0.89
0.27 0.07 -0.82
-0.40 -0.63 0.27
-1.36 0.62 0.59
-0.38 -0.06 0.98
-0.53 -0.20 0.18
-0.35 -0.32 -0.14
0.11 0.02 0.35
-0.60 0.64 0.35
-0.04 0.03 -0.65
-0.12 -0.19 -0.89
-0.30 -0.06 -0.32
-0.04 0.22 -1.30
1.16 1.44 -0.77
1.18 -1.16 1.11
-0.92 -0.28 -0.07
-1.71 -0.49 0.08
2.68 -0.26 1.14
-0.19 -1.11 0.69
-0.96 -0.62 -0.75
1.44 1.57 1.03
1.46 0.26 1.02
0.47 -1.73 0.19
-1.81 1.03 -1.57
-0.15 -0.07 0.07
0.08 -0.16 0.95
-0.01 -0.20 -0.11
-0.58 -0.82 0.27
-0.06 -0.42 0.12
0.46 0.98 -0.11
-1.90 0.59 -0.45
0.68 -0.09 -0.57
0.01 0.04 0.37
0.16 -0.05 -0.09
-1.59 0.24 -1.47
-0.23 0.43 -0.37
-0.07 -0.17 0.21
0.15 0.04 0.40
0.72 0.41 -0.34
-0.63 -0.14 -0.24
-0.26 -0.27 -0.32
0.33 0.14 -0.27
-0.22 0.65 -0.27
-0.01 0.30 0.69
-0.09 0.20 0.26
-0.22 -0.17 0.71
0.86 0.21 -0.38
-0.22 -0.53 0.27
-0.65 0.03 -0.74
-1.78 -0.05 0.85
1.07 1.13 -0.05
-0.69 0.23 -0.52
-1.39 0.40 0.07
2.06 -0.44 0.67
-0.34 -1.05 -1.61
0.61 0.33 0.28
-1.11 -1.42 0.00
1.72 -0.39 0.18
-1.46 1.05 -0.33
0.67 0.07 0.13
0.04 -0.05 -0.32
0.27 0.50 0.82
0.72 -0.26 0.06
-0.02 -0.28 -0.12
0.90 -0.16 -0.69
-0.31 -0.29 0.40
-0.21 -0.06 0.25
-0.02 0.41 0.51
0.84 -0.88 -0.28
-0.05 0.65 0.07
-0.88 0.29 0.31
-0.43 0.28 -0.21
-0.28 0.20 -0.23
0.65 0.41 0.63
-0.68 0.16 0.16
0.91 0.17 -0.34
-0.29 -0.23 0.31
-0.25 -0.10 -0.40
0.38 -0.25 0.05
0.37 0.20 -0.88
0.04 -0.42 0.59
-0.21 0.05 0.25
-0.23 -0.41 -0.46
0.00 0.37 0.51
0.27 -1.16 -0.36
-1.93 1.06 1.33
-0.04 1.20 0.00
-3.71 -0.15 1.08
1.41 0.26 0.70
-1.45 0.83 -1.98
-0.96 -2.21 1.27
-0.24 1.01 -1.13
-1.15 0.71 1.43
3.71 4.36 -1.47
-2.43 -3.30 0.87
0.03 -0.10 -0.44
0.06 0.55 0.14
0.00 0.19 0.60
0.32 -0.23 -0.16
0.42 -0.35 -1.06
0.79 -0.14 -0.08
0.04 -0.49 0.10
0.62 -0.43 -0.27
0.39 0.42 0.40
2.65 -0.56 -1.30
-0.07 -0.06 0.31
0.18 0.00 0.46
-0.18 0.98 0.14
1.45 0.75 0.16
0.11 -0.79 -0.57
-0.60 -0.20 0.59
0.18 -0.67 -0.36
0.41 -0.47 -0.59
-0.14 -1.32 0.20
0.38 -0.56 -0.02
0.16 0.83 -0.29
-0.45 0.32 0.11
-0.09 -0.25 0.32
0.47 -0.13 0.19
-0.39 -0.02 -0.43
0.19 1.48 0.12
-0.65 0.76 0.24
0.40 0.09 -0.07
0.58 0.08 1.54
1.39 -0.71 -0.26
-0.84 0.15 1.01
-1.24 0.76 0.73
0.35 0.67 -0.60
-0.04 0.45 -1.80
-1.63 0.77 0.49
0.20 -0.21 -0.64
0.02 -0.49 1.98
-0.92 -0.56 -0.11
0.32 -0.57 -1.01
0.51 -0.94 0.97
0.32 0.76 0.17
-0.07 -1.03 0.09
-0.21 -0.44 -0.59
0.32 0.46 -0.04
-0.69 0.04 -0.87
-0.14 -0.49 -0.25
0.05 -0.16 0.14
0.83 0.03 -0.94
-0.01 -0.26 -0.03
0.16 -0.06 0.06
0.22 0.86 0.38
0.93 -1.01 0.46
0.07 -0.10 -0.14
-0.51 -0.27 0.46
-0.16 -0.63 -0.14
0.47 -0.11 -0.12
0.18 0.52 0.11
0.34 -0.36 0.27
-0.21 0.28 -0.08
-0.28 0.33 -1.15
-0.21 -0.01 -0.20
0.02 0.84 1.38
0.43 -0.36 -0.33
0.44 -0.27 -0.79
-1.47 -0.29 1.64
-0.59 1.35 0.30
-0.53 -2.17 0.35
2.27 0.39 0.35
-1.29 0.21 0.63
-0.44 0.51 -1.62
0.33 -0.98 0.62
0.01 -0.38 1.93
-1.55 0.62 -0.92
0.62 -0.12 -1.16
-0.36 0.44 0.07
0.26 -0.83 -0.35
-0.72 -0.19 0.08
-0.78 -0.43 0.16
-0.13 0.66 0.39
0.76 -0.08 0.60
0.08 -0.01 -0.95
-0.16 0.05 0.07
0.16 0.32 -0.53
0.88 0.11 -0.36
-0.20 0.82 -0.72
-0.45 -0.72 0.60
0.26 -0.12 0.44
0.07 -0.31 -0.29
0.32 0.76 0.21
-0.37 -0.15 -0.14
0.65 -0.17 -1.03
-0.36 0.97 -0.99
0.18 1.07 0.08
0.69 -0.45 -0.30
-0.59 0.00 -0.23
0.39 -0.19 0.72
1.28 -1.06 0.06
0.13 -0.01 0.13
0.08 1.45 0.75
-0.19 -0.92 -0.96
-1.26 0.28 -0.37
-0.07 -0.17 -0.20
1.37 -0.44 0.33
-1.78 2.17 0.90
0.57 -1.15 0.24
0.38 -1.34 -0.19
-1.23 0.27 -0.06
-0.40 0.22 1.15
0.51 -0.36 1.41
0.25 -0.43 -0.26
0.37 0.18 0.03
0.03 -0.18 -0.43
-0.37 -0.55 -0.70
0.15 0.03 0.38
1.03 0.57 1.20
-0.70 -0.10 -0.57
0.58 0.06 0.61
-0.32 -0.87 0.15
-0.52 0.14 0.11
-0.47 -0.03 -0.31
0.50 -0.25 -0.29
0.45 -0.08 -0.31
0.42 -0.11 0.14
-0.20 0.28 -0.75
-0.16 0.25 0.31
0.02 0.86 0.15
-0.11 0.04 0.08
-0.14 -0.22 -0.71
0.61 0.56 -0.39
0.44 0.09 -0.04
-0.94 -0.26 -0.20
0.85 0.62 -1.18
0.15 -0.50 -0.21
-0.73 0.86 -0.80
0.31 -0.51 1.10
-0.34 0.45 0.24
-0.28 -0.12 -0.11
1.03 -0.56 -0.41
-1.28 0.14 -0.21
-0.31 0.95 1.24
-0.42 1.00 -0.93
-1.07 -2.30 -0.10
-0.35 -0.59 0.67
-1.64 -0.07 0.84
2.81 -0.11 -0.43
0.67 -0.34 0.20
-0.28 -0.69 0.31
0.12 -0.05 0.38
0.39 0.98 -0.81
-0.20 0.46 -0.09
-0.49 -0.68 -0.16
0.58 -0.38 0.33
0.42 0.45 -0.38
-0.06 0.33 0.04
0.39 0.10 0.03
1.20 0.81 1.04
0.56 0.01 -0.13
0.45 -1.09 -0.98
0.31 0.12 -0.19
0.64 -0.04 -0.39
-0.05 0.65 0.02
-0.23 -0.17 -0.27
-1.17 0.57 -0.09
1.02 -0.04 0.04
0.15 -0.38 0.21
0.37 -0.14 -0.34
-0.12 0.32 0.22
-1.43 0.09 -0.23
-0.54 -0.19 0.23
1.84 0.91 0.39
-0.19 0.30 -0.48
-0.16 0.42 0.21
-0.18 -0.56 -0.55
-0.96 -0.17 -0.10
0.01 -0.74 0.51
-0.50 -0.26 0.01
-0.66 2.29 1.58
-0.13 -0.83 0.24
-0.63 -0.03 -1.93
0.65 -0.84 0.36
-0.14 -0.15 -0.13
1.09 -0.48 -0.28
-0.36 0.02 0.13
-0.98 0.35 -0.24
0.19 0.75 1.35
-0.21 0.15 0.03
0.35 0.42 0.03
0.81 -1.43 -0.56
0.63 0.55 0.11
-0.72 0.63 -0.73
-0.35 1.01 0.26
0.73 0.43 -1.19
-0.15 -0.57 -0.02
-0.44 0.30 -0.13
0.48 0.27 0.31
-0.60 -0.93 0.24
0.16 -0.76 -0.15
-0.35 -0.90 0.59
0.06 0.62 -0.04
0.60 0.50 1.34
-0.16 0.17 0.19
-0.16 -0.50 -1.92
0.46 -0.64 0.76
-0.30 -0.23 0.04
-0.09 1.14 0.40
1.03 -1.16 -0.92
-2.84 0.27 -0.70
1.62 0.41 0.14
0.23 -0.08 0.37
0.23 -0.13 0.06
0.27 0.43 0.23
-0.47 -0.53 -0.16
-0.54 -0.26 0.24